This record from the OMol25 dataset describes a structure of composition C49H46As2F3I2NO3Rb. The level of theory is ωB97M-V/def2-TZVPD.

## Properties
Strongest force on any atom = 0.0167 hartree/bohr
Energy relative to the best compared isomer or geometry (same formula, charge and spin) = 0.0 kJ/mol
Charge = -1

Structure (XYZ):
```
107
Properties=species:S:1:pos:R:3:forces:R:3:mulliken_charge:R:1
Rb 0.39115 -0.24705 0.03891 -0.166 0.553 0.418 0.4738
C 2.76072 1.84973 3.45603 0.058 0.006 0.112 -2.5822
C 2.62871 2.15350 1.98504 -0.125 0.013 -0.153 1.1149
C 1.68455 3.09079 1.54571 0.067 -0.051 -0.085 1.2702
C 0.98848 3.97396 2.54947 -0.121 -0.028 0.082 -2.7134
C 1.43556 3.24833 0.17731 0.103 -0.102 0.029 1.5668
C 0.30118 4.12723 -0.28568 -0.100 0.058 0.004 -2.2044
C 2.22598 2.56466 -0.75655 -0.024 -0.057 0.144 0.8481
C 2.02741 2.78226 -2.23535 -0.015 -0.013 -0.088 -2.1914
C 3.21417 1.67976 -0.31400 0.052 -0.020 0.160 1.8689
C 4.05359 0.90663 -1.29337 0.094 -0.010 -0.079 -2.7258
C 3.42428 1.47500 1.05654 -0.117 0.187 0.001 1.0496
C 4.52393 0.56067 1.52389 0.083 -0.011 -0.059 -2.5539
H 3.54618 2.44309 3.93618 -0.005 0.000 0.007 0.3718
H 3.00676 0.80008 3.60992 -0.004 -0.010 -0.002 0.4965
H 1.83132 2.04546 3.98939 -0.012 0.013 -0.016 0.3595
H 1.61448 4.14073 3.42419 0.022 -0.012 0.020 0.5045
H 0.04538 3.54621 2.89886 0.012 0.027 0.022 0.5446
H 0.76418 4.95336 2.13089 -0.015 0.012 -0.043 0.4878
H 0.63923 5.12909 -0.56731 -0.003 0.027 -0.005 0.3835
H -0.45301 4.23896 0.49195 -0.005 0.007 0.009 0.0457
H -0.20086 3.69617 -1.15070 -0.011 -0.013 -0.025 0.4884
H 1.47981 3.69756 -2.44278 -0.005 0.017 0.001 0.4453
H 1.47225 1.96142 -2.70037 -0.014 0.005 -0.013 0.2922
H 2.98620 2.85365 -2.74902 -0.005 -0.006 0.001 0.4509
H 5.02622 1.38581 -1.44840 0.012 0.014 -0.006 0.3844
H 3.57424 0.81080 -2.26305 -0.018 -0.010 -0.015 0.4499
H 4.23535 -0.09902 -0.92445 0.014 -0.044 -0.011 0.4683
H 4.84789 0.80805 2.53255 -0.003 -0.010 0.018 0.5008
H 5.39714 0.64901 0.87743 -0.001 -0.024 -0.013 0.4861
H 4.19208 -0.47962 1.49979 -0.002 -0.035 0.008 0.2712
C -3.21838 0.48886 3.67011 0.024 0.236 0.148 -1.1867
C -3.81772 -0.68479 2.92237 -0.135 -0.146 -0.042 -1.4922
As -2.59360 -1.42122 1.55884 0.209 0.116 -0.118 1.5519
C -1.29792 -2.33449 2.71428 -0.171 0.149 -0.041 0.4104
C -1.19669 -3.70766 2.90335 -0.067 -0.060 -0.064 -0.6436
C -0.19015 -4.23896 3.69610 0.007 -0.063 -0.009 -0.7822
C 0.72815 -3.40775 4.31558 0.054 0.012 0.029 -0.6500
C 0.65399 -2.03801 4.11662 0.015 -0.071 -0.015 -0.9429
C -0.34360 -1.51088 3.31201 0.157 0.095 0.035 0.1846
C -3.76249 -2.82631 0.91660 -0.082 -0.085 0.073 0.2071
C -4.35227 -3.79467 1.72610 0.043 0.109 0.050 -0.2923
C -5.20546 -4.74077 1.17926 -0.008 -0.047 0.066 -0.7803
C -5.48510 -4.71657 -0.17891 -0.069 -0.062 -0.047 -0.6014
C -4.92467 -3.73996 -0.98562 0.019 0.030 -0.086 -0.4933
C -4.06828 -2.79522 -0.43971 0.042 0.003 -0.025 -0.4819
As -2.30952 1.80606 2.48147 0.098 -0.239 0.044 1.3327
C -2.54212 3.35678 3.64320 -0.046 0.079 -0.013 -0.2650
C -2.29512 3.25672 5.01137 0.005 -0.085 -0.054 -0.4615
C -2.32379 4.38128 5.82223 0.002 0.001 0.043 -0.6669
C -2.59490 5.62716 5.27683 0.011 0.014 0.068 -0.4739
C -2.83760 5.73875 3.91669 -0.030 0.066 -0.022 -0.7454
C -2.80949 4.61377 3.10760 0.001 -0.001 -0.095 -0.2605
C -3.72373 2.09555 1.17830 -0.070 0.038 0.163 -0.0132
C -3.45814 1.75976 -0.14175 0.014 -0.020 -0.117 0.0834
C -4.44964 1.89100 -1.10638 0.036 -0.025 -0.094 -0.4754
C -5.70416 2.36005 -0.75741 -0.035 0.015 -0.011 -0.5329
C -5.97609 2.69649 0.56338 -0.041 0.014 0.059 -0.7001
C -4.99072 2.56167 1.52783 0.039 0.021 0.075 -0.2286
H -2.45307 0.15109 4.37510 -0.054 -0.010 -0.018 0.5043
H -3.98961 1.01710 4.24030 0.087 -0.002 -0.021 0.7057
H -4.68917 -0.35331 2.34785 0.056 -0.047 0.016 0.4448
H -4.15291 -1.46321 3.61306 0.027 0.026 -0.009 0.6855
H -1.89006 -4.37654 2.40851 -0.007 0.014 0.012 0.4065
H -0.11394 -5.31270 3.81223 0.009 -0.006 0.003 0.3878
H 1.51988 -3.82861 4.92109 0.016 -0.005 0.005 0.3605
H 1.39141 -1.37841 4.55605 0.018 -0.008 0.007 0.3748
H -0.32767 -0.43837 3.12790 -0.174 -0.040 -0.006 0.1675
H -4.14049 -3.81072 2.78974 -0.011 -0.022 -0.013 0.3059
H -5.65045 -5.49877 1.81218 -0.003 -0.002 0.008 0.3932
H -6.14415 -5.46083 -0.60815 -0.010 -0.008 -0.004 0.3773
H -5.14205 -3.71502 -2.04559 -0.010 -0.010 -0.020 0.4361
H -3.61566 -2.03613 -1.06615 0.025 0.010 -0.023 0.2847
H -2.07363 2.29268 5.45686 -0.004 0.015 -0.024 0.3050
H -2.13107 4.27990 6.88288 0.002 0.018 0.015 0.4132
H -2.61458 6.50570 5.90836 -0.002 0.015 0.011 0.3829
H -3.05017 6.70663 3.48041 -0.001 0.015 -0.002 0.3941
H -3.00282 4.71854 2.04539 0.006 -0.024 0.004 0.3824
H -2.49984 1.35972 -0.45196 0.024 -0.014 0.038 0.1944
H -4.22006 1.61761 -2.12791 -0.003 -0.014 -0.037 0.2765
H -6.47562 2.46203 -1.51034 -0.004 -0.004 -0.012 0.3817
H -6.95854 3.05890 0.84061 -0.002 0.003 0.008 0.3954
H -5.20167 2.82333 2.55991 -0.019 0.005 -0.022 0.3906
I -1.67467 1.35340 -4.36297 -0.013 0.106 -0.008 -0.0772
C -1.43765 -0.68336 -3.99843 -0.072 -0.020 0.037 -0.1200
C -1.32980 -1.56895 -5.06598 0.018 -0.075 -0.385 -0.1009
C -1.17312 -2.91235 -4.85979 -0.044 0.163 0.222 -0.3492
I -1.04118 -4.17739 -6.51596 -0.003 -0.016 -0.067 -0.0278
C -1.08641 -3.41374 -3.53212 0.061 -0.529 0.065 1.1018
C -0.88300 -4.77654 -3.21162 0.028 -0.005 0.190 -1.1775
C -0.73327 -5.15501 -1.90593 -0.058 0.111 -0.156 -1.1973
C -0.78929 -4.17296 -0.90365 -0.010 -0.079 0.146 -0.4336
N -1.02218 -2.90678 -1.14847 0.185 -0.149 -0.041 1.2398
C -1.17538 -2.52778 -2.43595 -0.083 0.702 -0.485 0.0661
C -1.41005 -1.08566 -2.65836 0.070 -0.286 0.394 -0.6541
O -1.53852 -0.31385 -1.67185 -0.388 0.338 -0.253 -0.2037
H -1.37296 -1.17477 -6.07370 -0.001 -0.046 -0.003 0.3582
H -0.82071 -5.50613 -4.00748 0.001 -0.026 -0.011 0.1699
H -0.54604 -6.18452 -1.63425 0.008 -0.021 -0.016 0.4589
H -0.61282 -4.44380 0.13048 0.009 -0.003 0.020 0.2284
F 2.06822 -3.48442 -2.34506 -0.032 0.120 0.143 -0.2825
C 2.53437 -2.51741 -1.54651 0.267 -0.387 0.210 1.1382
F 3.87384 -2.45077 -1.76815 -0.114 0.092 -0.054 -0.3347
F 2.01210 -1.34972 -2.00812 0.008 -0.039 -0.033 -0.1440
C 2.27281 -2.74340 0.00595 0.080 -0.415 -0.523 0.0772
O 1.96443 -3.88431 0.32455 -0.022 -0.198 0.040 -0.7516
O 2.44862 -1.71065 0.67580 0.369 0.180 0.228 -0.5874
```
Forces are in eV/Å.